33
Properties=species:S:1:pos:R:3:forces:R:3:nbo_charge:R:1 method="wB97M-V/def2-TZVPD" largest_force_ev_per_a=0.4 e_above_lowest_kcal_mol=0.0 total_charge=-1 homo_lumo_gap_ha=0.2341 multiplicity=1
Pd -0.6388 -0.6929 -0.0564 -0.344 0.004 0.090 0.474
N -0.0664 -0.2660 2.6387 0.141 -0.108 -0.110 -0.862
C 1.3118 -0.3364 2.5687 0.009 0.088 -0.150 0.275
C 2.1098 -0.7698 3.6029 0.028 -0.018 0.035 -0.297
C 3.5129 -0.7206 3.5197 -0.050 -0.020 0.042 -0.180
C 4.1313 -0.1887 2.4259 -0.004 0.013 -0.041 -0.238
C 3.3497 0.2352 1.3262 -0.016 -0.007 0.024 -0.075
C 3.9200 0.8294 0.1750 0.053 0.003 -0.004 -0.110
C 3.1262 1.2094 -0.8591 0.004 0.014 0.013 -0.255
C 1.7544 0.8971 -0.8031 0.031 -0.008 0.038 0.114
N 1.1957 0.3246 0.2344 0.266 0.113 -0.026 -0.462
C 1.9506 0.0786 1.3544 0.016 -0.059 0.075 0.112
H -0.4484 0.6379 2.3347 -0.142 -0.056 0.063 0.421
H -0.4688 -0.5787 3.5077 0.022 0.034 0.035 0.382
H 1.6393 -1.1054 4.5195 0.001 0.001 0.002 0.207
H 4.1005 -1.0652 4.3615 -0.003 -0.001 0.001 0.209
H 5.2081 -0.0878 2.3800 0.000 0.006 -0.008 0.208
H 4.9929 0.9789 0.1412 -0.004 0.002 -0.001 0.211
H 3.5262 1.6759 -1.7475 -0.019 -0.007 -0.014 0.228
H 1.1221 1.0872 -1.6583 -0.025 -0.010 -0.007 0.228
S -1.5771 -2.4651 -3.6010 -0.100 0.005 -0.042 -0.515
As 0.0951 -1.9826 -2.5474 0.235 -0.214 -0.184 0.933
S 0.4275 -2.7749 -0.5921 -0.017 0.053 0.199 -0.516
S -1.7096 1.3436 -0.1283 0.024 0.187 -0.029 0.323
S 1.7214 -1.0801 -3.4281 -0.046 0.068 0.004 -0.597
S -7.5616 1.3612 -0.2166 0.014 -0.009 -0.019 -0.120
C -5.9757 0.9193 -0.1795 -0.043 0.041 0.032 -0.564
S -5.4516 -0.7293 -0.2576 0.025 -0.031 0.003 0.473
C -3.7338 -0.4375 -0.1121 0.026 -0.044 0.039 -0.369
C -3.3918 0.8590 -0.0407 -0.008 -0.025 0.005 -0.504
S -1.3484 2.5544 1.4551 -0.007 -0.036 0.008 -0.600
S -4.6741 2.0400 -0.0396 0.006 -0.014 -0.005 0.501
S -2.6300 -1.7812 -0.0551 -0.073 0.033 -0.067 -0.034

34
Properties=species:S:1:pos:R:3:forces:R:3:lowdin_spin:R:1 method="wB97M-V/def2-TZVPD" largest_force_ev_per_a=1.5 e_above_lowest_kcal_mol=53.5 total_charge=+2 homo_lumo_gap_ha="0.1354 / 0.1512" multiplicity=2 s2=0.765
Re 0.8248 0.7417 -1.3717 -0.744 -0.293 0.106 0.758
O 0.3122 -4.1520 -3.8441 -0.008 0.038 0.025 0.008
C 0.0679 -3.0572 -3.1669 -0.038 -0.094 -0.030 0.014
C -1.2201 -2.7485 -2.6299 0.004 -0.083 -0.039 0.057
C -1.4324 -1.6070 -1.9108 0.104 0.081 0.126 -0.012
N -0.3407 -0.8232 -1.7542 -0.512 0.029 -0.397 0.058
C 0.8107 -1.0815 -2.2712 0.479 0.054 -0.318 -0.002
Br 3.0361 0.1629 -0.7530 0.324 0.189 -0.519 0.042
C 1.1532 -2.1752 -3.0027 0.052 -0.009 0.060 -0.006
H -0.4456 -4.7485 -3.9280 -0.056 -0.017 -0.019 0.000
H -2.0502 -3.4247 -2.7947 0.038 -0.017 0.003 0.002
H -2.3768 -1.3168 -1.4748 0.032 0.024 0.023 -0.001
H 2.1243 -2.3843 -3.4274 -0.007 0.049 0.029 0.000
F 1.0275 2.2559 -3.3582 -0.014 -0.081 -0.411 0.022
Te -0.0914 3.4113 -2.3103 0.976 -0.120 -0.238 0.002
F 1.3519 2.7388 -1.0432 -0.074 0.162 -0.024 0.015
F 1.0722 4.7194 -2.7138 0.282 0.320 -0.162 0.000
F -0.6856 4.3718 -0.9125 -0.553 0.300 0.392 0.001
F -1.2393 3.9328 -3.5869 -0.373 -0.009 -0.243 0.000
O -0.8511 1.7864 -1.8562 0.489 0.079 -0.073 0.014
Br -0.0983 -1.9587 6.1514 0.001 -0.161 0.150 -0.002
C -0.1213 -0.6204 4.8512 -0.044 0.189 0.203 -0.002
C -0.2564 0.7140 5.2392 0.005 0.044 -0.106 -0.005
C -0.2782 1.7244 4.2860 -0.024 -0.034 0.163 0.000
C -0.1599 1.4131 2.9478 0.017 -0.079 -0.114 -0.004
C -0.0185 0.0718 2.5694 0.008 0.330 0.009 -0.002
C -0.0029 -0.9529 3.5247 0.012 -0.005 -0.296 0.001
C 0.1574 -0.3189 1.1880 -0.164 -1.114 1.057 0.010
O 0.2407 -1.4140 0.7223 0.055 0.399 -0.156 0.007
O 0.2977 0.8195 0.3180 -0.298 -0.213 0.781 0.024
H -0.3436 0.9516 6.2900 -0.004 0.025 0.024 0.000
H -0.3852 2.7543 4.5940 -0.013 0.011 0.037 0.000
H -0.1834 2.1979 2.2064 0.029 0.025 -0.007 0.001
H 0.1044 -1.9840 3.2217 0.020 -0.019 -0.034 0.000

29
Properties=species:S:1:pos:R:3:forces:R:3:lowdin_spin:R:1 method="wB97M-V/def2-TZVPD" largest_force_ev_per_a=3.6 e_above_lowest_kcal_mol=0.0 homo_lumo_gap_ha="0.2198 / 0.1835" multiplicity=3 s2=2.027
W -1.2631 3.9489 -2.2850 0.472 0.090 1.739 0.806
S 0.9637 4.4601 -1.5510 -1.033 -0.826 1.328 0.139
C 0.8687 3.8563 0.1492 -0.955 -0.446 0.699 0.033
C 1.9865 3.9493 0.9852 1.206 0.072 -0.145 0.009
C 2.0497 3.4928 2.3217 -1.451 0.175 -1.370 0.004
C 0.8557 3.0330 2.8742 -0.007 0.240 -0.794 0.009
C -0.2915 2.9715 2.0588 -0.466 -0.887 1.979 0.000
C -0.3563 3.2875 0.7384 3.093 0.973 -1.495 0.016
S -1.7248 2.8017 -0.1735 0.051 0.832 -1.090 0.036
H 2.9301 4.3675 0.5811 -0.751 -0.281 0.023 0.000
H 2.9995 3.4895 2.8231 0.060 0.131 0.321 0.000
H 0.8145 2.7098 3.9010 -0.119 -0.104 0.119 0.001
H -1.2327 2.5548 2.4404 0.508 0.127 0.326 0.000
Se -3.6733 3.0911 -2.8912 0.031 0.630 -0.058 0.204
Te -3.5262 5.3028 -1.6990 -0.014 0.496 -0.720 0.113
Te -1.4664 6.4147 -3.3060 -1.070 -0.218 0.245 -0.056
Se -0.8039 2.3564 -3.8461 0.448 -1.016 -1.106 0.686
Br 2.1086 -7.0793 -1.7854 -0.105 0.372 -0.213 0.000
C 0.8511 -5.9052 -0.9968 -1.412 0.165 0.894 0.000
C -0.1509 -6.5347 -0.2156 1.914 0.858 -0.321 0.000
C -0.9662 -5.7814 0.5948 0.428 0.333 -0.536 0.000
C -0.7661 -4.4235 0.7144 -1.247 -0.088 0.861 0.000
C 0.1191 -3.7927 -0.1358 -0.084 2.504 0.384 0.000
C 0.8570 -4.4861 -1.0672 0.680 -1.894 -0.672 0.000
I 1.8510 -3.6459 -2.7145 -0.037 0.316 0.537 0.000
H -0.0752 -7.5875 -0.0793 -0.382 -0.731 -0.300 0.000
H -1.7517 -6.2427 1.1190 -0.699 -0.615 0.836 0.000
H -1.4148 -3.9352 1.4875 0.978 0.095 -1.047 0.000
H 0.2078 -2.6735 -0.0425 -0.036 -1.302 -0.426 0.000

27
Properties=species:S:1:pos:R:3:forces:R:3:lowdin_spin:R:1 method="wB97M-V/def2-TZVPD" largest_force_ev_per_a=0.1 e_above_lowest_kcal_mol=0.0 homo_lumo_gap_ha="0.2896 / 0.2709" multiplicity=5 s2=6.021
Ir 1.6965 1.4086 -2.1391 -0.053 0.097 0.008 2.521
S 3.0495 -0.6209 -2.0024 0.018 -0.005 -0.018 0.096
C 2.4934 -0.5978 -0.3632 -0.012 -0.014 0.025 0.027
N 1.7370 0.3870 0.0321 0.022 -0.004 0.020 0.119
C 1.3495 0.2569 1.3554 -0.025 -0.008 -0.018 0.012
C 0.5380 1.1421 2.0611 0.020 -0.004 -0.034 0.000
C 0.2389 0.8535 3.3776 -0.007 0.005 0.016 0.000
C 0.7369 -0.2975 3.9958 0.007 -0.012 -0.004 0.001
C 1.5444 -1.1824 3.3049 0.009 0.016 0.001 0.001
C 1.8454 -0.8954 1.9785 -0.001 0.015 -0.006 0.006
S 2.8178 -1.7998 0.8496 -0.012 0.003 0.003 0.012
H 0.1655 2.0323 1.5716 0.000 0.001 -0.001 0.000
H -0.3894 1.5297 3.9420 0.003 0.000 0.002 0.000
H 0.4895 -0.4991 5.0294 -0.002 0.000 0.000 0.000
H 1.9319 -2.0711 3.7849 -0.003 -0.003 -0.001 0.000
Br -4.6644 -1.4283 -2.1648 -0.002 -0.003 -0.002 -0.001
C -2.9375 -0.6805 -2.2227 0.009 0.007 0.000 -0.004
C -2.7795 0.6919 -2.3050 -0.020 0.006 -0.003 0.004
C -1.4927 1.1972 -2.3397 0.047 0.020 -0.001 0.009
N -0.4139 0.4141 -2.3014 -0.041 -0.041 0.009 0.127
C -0.5778 -0.9069 -2.2228 0.030 0.029 -0.003 0.010
C -1.8248 -1.5026 -2.1806 -0.005 -0.015 0.003 0.004
H -3.6303 1.3563 -2.3382 -0.001 -0.002 0.002 0.001
H -1.2973 2.2612 -2.3899 -0.008 0.000 -0.001 0.002
H 0.3292 -1.4995 -2.1942 0.000 -0.001 0.000 0.003
H -1.9181 -2.5765 -2.1150 -0.003 0.000 -0.001 0.001
O 0.9623 3.0275 -2.0040 0.029 -0.086 0.003 1.049

44
Properties=species:S:1:pos:R:3:forces:R:3:lowdin_spin:R:1 method="wB97M-V/def2-TZVPD" largest_force_ev_per_a=3.7 e_above_lowest_kcal_mol=18.5 total_charge=+2 homo_lumo_gap_ha="0.2157 / 0.2449" multiplicity=9 s2=20.048
Cr -1.8193 0.8640 4.1265 0.322 -0.003 -3.551 4.027
Cr 3.0134 -0.1745 -1.5121 -1.412 1.061 -0.386 3.930
C 0.4949 2.0816 0.8199 0.787 -0.849 -2.509 -0.001
C 1.0007 1.2556 -0.2290 -0.200 -1.385 1.927 0.006
C 0.6918 -0.3367 -0.1378 -2.573 1.645 1.036 0.009
O 1.3859 -1.0911 -0.8470 1.445 0.078 -0.438 0.003
C -0.4111 -0.7858 0.6821 2.420 0.282 -2.612 0.000
C -0.9379 0.0957 1.5470 -0.468 -0.940 1.419 0.008
C -0.4368 1.5432 1.6615 -1.068 -0.077 0.505 0.003
O -0.9771 2.2366 2.5847 -0.713 -1.374 2.133 -0.011
O -1.7929 -0.4303 2.4096 0.692 3.161 1.694 -0.023
O 1.8261 1.5744 -1.1148 0.974 -1.309 0.186 0.007
H 0.8569 3.0988 0.8237 -0.255 0.139 0.398 0.000
H -0.7611 -1.8028 0.5815 0.273 0.229 0.621 0.000
C -2.1636 -4.7285 -1.3231 -0.323 -0.966 -0.602 0.000
Cl -1.2804 -5.2691 -2.7592 0.063 0.299 0.074 0.000
Cl -3.8843 -4.6318 -1.6637 0.009 -0.016 0.081 0.000
Cl -1.5844 -3.1836 -0.7256 0.001 -0.202 -0.285 0.000
H -1.9950 -5.5146 -0.5954 -0.052 0.331 0.281 0.000
C -1.4729 3.5909 -1.5457 0.086 -0.271 -0.638 0.000
Cl -2.2780 5.1265 -1.7754 0.225 -0.139 0.135 0.000
Cl -0.0969 3.3795 -2.6923 -0.454 0.259 0.290 0.000
Cl -2.6094 2.2464 -1.7542 0.104 -0.024 0.135 0.000
H -1.0481 3.4935 -0.5555 -0.145 0.324 0.004 0.000
C 3.1111 2.0042 3.1836 -0.215 -0.066 0.127 0.000
Cl 4.2668 1.9518 4.4821 0.059 0.089 0.098 0.000
Cl 2.7864 0.3163 2.6358 -0.018 0.289 -0.064 0.004
Cl 3.6176 3.0443 1.8773 0.304 0.019 -0.419 0.000
H 2.1774 2.4351 3.5313 -0.003 -0.301 0.151 0.000
C 1.6115 -3.3677 2.1715 -0.313 -0.687 0.547 0.000
Cl 0.3186 -4.5508 2.5665 0.460 0.343 -0.438 0.000
Cl 2.8471 -4.0453 1.0906 -0.547 0.300 0.063 0.000
Cl 2.3566 -2.8444 3.6726 0.186 0.095 0.227 0.000
H 1.1141 -2.4990 1.7609 0.188 -0.131 -0.417 0.000
C 3.0382 1.6526 -5.5623 1.357 0.905 -0.537 0.007
Cl 2.5026 1.1947 -3.8889 -0.069 -0.063 -0.056 0.023
Cl 4.3059 0.5810 -6.1916 -0.911 0.231 0.380 0.000
Cl 3.6440 3.3309 -5.5605 -0.219 -0.578 0.305 0.003
H 2.1506 1.7123 -6.1815 -0.063 -0.694 0.088 0.001
C -4.6338 -0.7278 0.9370 0.431 -0.241 -0.808 0.000
Cl -5.6836 -1.7108 1.9232 -0.218 0.368 0.394 0.000
Cl -4.7401 1.0510 1.1599 -0.049 -0.626 0.343 0.003
Cl -4.8939 -1.1286 -0.7678 -0.007 0.227 -0.001 0.000
H -3.6178 -1.0378 1.1547 -0.093 0.269 0.120 0.000

31
Properties=species:S:1:pos:R:3:forces:R:3:lowdin_spin:R:1 method="wB97M-V/def2-TZVPD" largest_force_ev_per_a=0.5 e_above_lowest_kcal_mol=0.0 total_charge=-2 homo_lumo_gap_ha="0.2092 / 0.2093" multiplicity=3 s2=2.026
Re -0.7286 -0.1931 0.0885 0.498 -0.062 -0.035 1.436
S -1.7683 -3.6345 3.1339 0.021 -0.030 -0.018 0.044
C -1.4227 -2.3833 2.1050 -0.021 0.151 0.004 0.015
S -0.1842 -1.1943 2.2782 0.154 -0.166 0.085 0.024
S -2.2990 -1.9576 0.6860 -0.322 -0.270 0.056 -0.003
S 1.8121 -0.3026 -0.0893 0.263 0.080 -0.099 -0.002
C 1.4578 -1.7436 -0.9414 -0.066 -0.033 -0.029 0.006
C 2.3197 -2.6496 -1.5808 -0.017 0.174 0.107 0.000
C 1.7689 -3.6851 -2.2927 -0.046 -0.083 -0.056 0.005
C 0.3795 -3.8205 -2.3754 0.006 -0.028 -0.019 0.001
C -0.4094 -2.9141 -1.7049 0.023 -0.015 0.023 0.006
N 0.1267 -1.9258 -0.9873 0.013 -0.060 0.076 0.003
H 3.3875 -2.4974 -1.5102 0.016 -0.007 -0.012 0.000
H 2.4129 -4.3929 -2.8024 -0.002 -0.006 -0.001 0.000
H -0.0793 -4.6150 -2.9459 0.007 -0.007 -0.008 0.000
H -1.4894 -2.9541 -1.7205 0.008 -0.030 0.008 0.000
S -4.2603 2.0054 -2.9392 -0.018 0.008 -0.001 0.056
Sb -2.4418 2.3489 -1.5899 0.035 0.074 -0.021 0.075
S -2.7820 0.8944 0.3939 -0.386 0.288 -0.068 0.147
S -0.8005 0.5884 -2.1572 -0.030 -0.002 -0.097 0.155
F 1.2132 5.3652 2.4678 0.012 -0.017 0.000 0.001
C 0.8016 4.1608 1.9577 0.022 0.036 -0.028 0.002
C 1.1531 3.8204 0.6733 0.011 0.068 0.063 -0.001
C 0.7237 2.5969 0.1675 -0.062 -0.170 -0.031 0.007
C -0.0592 1.7071 0.9150 -0.107 0.148 0.118 0.011
C -0.3854 2.1183 2.2135 -0.023 -0.124 -0.009 0.008
C 0.0402 3.3260 2.7470 0.019 0.038 0.000 0.000
H 1.7448 4.4999 0.0730 0.007 0.015 -0.002 0.000
H 1.0009 2.3291 -0.8444 -0.010 0.028 -0.002 0.003
H -1.0063 1.4780 2.8277 -0.003 -0.001 -0.012 0.001
H -0.2262 3.6248 3.7531 -0.002 0.004 0.010 0.000